Molecular formula: C62H118F30N11O23S10
Method: DFT, ωB97M-V with the def2-TZVPD basis set

The HOMO-LUMO gap is 7.0 eV. The calculation puts the LUMO energy at -3.93 eV. The net charge is +1.

Each line ends with the Löwdin charge.
Element x y z (Å)
C: 5.613 -1.980 2.535  0.00
C: 5.367 -3.339 1.940  -0.44
C: 6.590 -3.724 1.109  -0.11
C: 6.767 -5.228 0.917  -0.15
C: 6.976 -5.879 2.315  -0.15
C: 5.818 -5.747 3.200  -0.40
N: 5.245 -4.270 3.114  0.01
O: 4.549 -4.023 3.977  0.23
C: 6.022 -6.016 4.730  0.01
C: 4.596 -6.598 2.714  0.01
C: 4.077 -3.446 1.137  0.01
H: 5.554 -1.165 1.724  0.12
H: 6.603 -1.959 3.003  0.10
H: 4.952 -1.654 3.328  0.07
H: 7.501 -3.427 1.679  0.13
H: 6.503 -3.169 0.184  0.12
H: 7.697 -5.363 0.343  0.13
H: 5.936 -5.766 0.398  0.12
H: 7.924 -5.382 2.663  0.14
H: 7.308 -6.925 2.288  0.14
H: 5.079 -6.066 5.255  0.09
H: 6.656 -5.324 5.217  0.07
H: 6.546 -6.998 4.661  0.12
H: 3.745 -6.337 3.334  0.08
H: 4.880 -7.592 3.001  0.10
H: 4.316 -6.540 1.653  0.09
H: 4.120 -2.677 0.379  0.08
H: 3.275 -3.248 1.822  0.06
H: 3.946 -4.405 0.665  0.09
C: -3.323 2.150 -4.460  -0.07
C: -4.226 3.204 -3.800  -0.21
C: -4.023 3.214 -2.289  -0.13
N: -5.034 3.955 -1.381  -0.25
C: -4.626 3.748 0.041  -0.10
C: -5.475 4.618 1.016  -0.13
C: -5.425 6.102 0.608  -0.17
C: -5.743 6.292 -0.868  -0.15
C: -4.875 5.401 -1.770  -0.10
C: -6.396 3.411 -1.654  0.03
H: -3.397 2.093 -5.504  0.05
H: -3.570 1.150 -4.022  0.09
H: -2.302 2.374 -4.188  0.07
H: -5.263 2.956 -4.188  0.13
H: -3.903 4.239 -4.061  0.11
H: -3.047 3.695 -2.000  0.15
H: -4.046 2.214 -1.940  0.09
H: -3.575 4.079 0.130  0.11
H: -4.693 2.685 0.284  0.12
H: -5.101 4.606 2.024  0.09
H: -6.480 4.196 1.066  0.11
H: -4.424 6.422 0.835  0.10
H: -6.029 6.686 1.285  0.12
H: -5.772 7.324 -1.237  0.12
H: -6.814 6.003 -0.962  0.12
H: -3.877 5.716 -1.702  0.12
H: -5.256 5.436 -2.790  0.13
H: -7.062 3.725 -0.886  0.09
H: -6.345 2.312 -1.540  0.11
H: -6.752 3.600 -2.645  0.10
C: 1.289 7.068 -3.306  -0.11
C: 2.337 6.019 -3.077  -0.23
C: 2.554 5.384 -4.448  -0.12
N: 3.395 4.107 -4.428  -0.23
C: 3.762 3.725 -5.846  -0.07
C: 4.842 4.710 -6.474  -0.15
C: 6.052 4.934 -5.566  -0.17
C: 5.625 5.475 -4.189  -0.14
C: 4.726 4.385 -3.595  -0.07
C: 2.635 2.961 -3.749  0.03
H: 1.512 7.841 -4.052  0.10
H: 0.978 7.450 -2.402  0.05
H: 0.289 6.660 -3.626  0.10
H: 2.062 5.322 -2.276  0.12
H: 3.156 6.566 -2.621  0.11
H: 3.014 6.101 -5.107  0.12
H: 1.623 5.111 -4.899  0.13
H: 2.804 3.663 -6.373  0.14
H: 4.232 2.738 -5.696  0.14
H: 4.384 5.654 -6.834  0.12
H: 5.163 4.109 -7.331  0.12
H: 6.597 5.737 -6.070  0.12
H: 6.621 3.998 -5.395  0.14
H: 5.080 6.458 -4.241  0.13
H: 6.406 5.649 -3.557  0.09
H: 4.319 4.662 -2.614  0.12
H: 5.189 3.433 -3.505  0.10
H: 3.164 2.056 -3.978  0.07
H: 1.634 2.940 -4.066  0.09
H: 2.677 3.076 -2.664  0.08
C: 2.926 0.201 3.467  -0.11
C: 2.412 0.185 2.051  -0.19
C: 0.888 -0.011 2.111  -0.13
N: 0.110 0.407 0.951  -0.22
C: 0.697 -0.251 -0.322  -0.07
C: 0.036 0.196 -1.550  -0.19
C: 0.199 1.676 -1.754  -0.17
C: -0.460 2.337 -0.572  -0.15
C: 0.160 1.909 0.781  -0.08
C: -1.324 -0.040 1.088  0.02
H: 4.013 0.194 3.396  0.06
H: 2.615 -0.654 3.966  0.02
H: 2.649 1.069 4.073  0.07
H: 2.925 -0.701 1.611  0.12
H: 2.702 1.123 1.548  0.09
H: 0.521 0.539 3.012  0.14
H: 0.673 -1.081 2.238  0.11
H: 1.786 -0.057 -0.397  0.12
H: 0.537 -1.337 -0.166  0.16
H: 0.431 -0.378 -2.411  0.10
H: -1.041 -0.039 -1.567  0.12
H: 1.287 1.886 -1.630  0.10
H: -0.260 2.031 -2.670  0.11
H: -0.322 3.429 -0.614  0.12
H: -1.531 2.041 -0.549  0.12
H: 1.209 2.292 0.820  0.13
H: -0.416 2.279 1.613  0.10
H: -1.843 0.580 1.795  0.08
H: -1.331 -1.051 1.521  0.11
H: -1.759 -0.113 0.121  0.05
C: -4.216 -1.777 -4.114  -0.06
C: -3.977 -3.109 -3.456  -0.17
N: -4.449 -4.356 -4.171  -0.23
C: -5.919 -4.351 -4.474  0.03
C: -3.737 -4.403 -5.555  -0.15
C: -3.829 -5.677 -6.316  -0.06
C: -4.011 -5.427 -3.226  -0.07
C: -5.050 -5.814 -2.130  -0.22
O: -5.354 -4.846 -1.195  -0.19
C: -6.210 -5.290 -0.178  -0.07
H: -3.721 -1.830 -5.072  0.04
H: -3.664 -1.082 -3.540  0.06
H: -5.226 -1.465 -4.249  0.07
H: -4.399 -3.022 -2.450  0.10
H: -2.852 -3.167 -3.385  0.14
H: -6.109 -3.545 -5.271  0.15
H: -6.414 -4.095 -3.590  0.06
H: -6.315 -5.333 -4.754  0.11
H: -2.621 -4.246 -5.445  0.16
H: -4.182 -3.567 -6.050  0.09
H: -3.457 -6.527 -5.788  0.07
H: -3.151 -5.544 -7.154  0.10
H: -4.801 -5.916 -6.741  0.09
H: -3.057 -5.106 -2.756  0.15
H: -3.857 -6.360 -3.783  0.13
H: -4.559 -6.645 -1.594  0.14
H: -5.996 -6.082 -2.628  0.13
H: -7.175 -4.856 -0.314  0.08
H: -5.736 -5.051 0.737  0.08
H: -6.304 -6.407 -0.190  0.11
C: 0.765 2.445 5.801  -0.04
C: 0.403 0.985 6.164  -0.15
N: 0.734 0.453 7.555  -0.27
C: -0.198 1.021 8.595  0.04
C: 0.504 -1.004 7.464  -0.21
C: 0.511 -1.705 8.792  -0.04
C: 2.198 0.716 7.823  -0.10
C: 3.288 0.212 6.941  -0.16
O: 3.486 -1.212 7.063  -0.21
C: 4.652 -1.765 7.685  -0.06
H: 0.492 2.530 4.798  0.03
H: 1.833 2.534 5.916  0.07
H: 0.259 3.187 6.406  0.09
H: 0.962 0.348 5.512  0.09
H: -0.656 0.754 6.005  0.12
H: 0.199 0.930 9.603  0.11
H: -1.147 0.547 8.410  0.11
H: -0.343 2.101 8.359  0.12
H: 1.265 -1.437 6.757  0.12
H: -0.475 -1.079 6.922  0.14
H: 1.526 -1.709 9.195  0.09
H: 0.333 -2.739 8.519  0.09
H: -0.257 -1.399 9.483  0.08
H: 2.351 0.576 8.892  0.14
H: 2.237 1.853 7.794  0.15
H: 4.177 0.820 7.241  0.15
H: 3.155 0.424 5.903  0.08
H: 5.181 -1.038 8.230  0.07
H: 5.227 -2.145 6.833  0.09
H: 4.347 -2.538 8.401  0.09
C: -0.570 -5.605 1.029  -0.63
F: -1.370 -4.659 0.540  0.14
F: -1.198 -6.259 2.026  0.13
F: -0.164 -6.545 0.119  0.10
S: 1.052 -4.821 1.457  0.54
O: 1.793 -5.937 1.974  -0.29
O: 1.376 -4.193 0.225  -0.28
N: 0.847 -3.616 2.420  -0.28
S: 0.870 -3.695 4.046  0.56
O: 1.142 -4.923 4.640  -0.24
O: 1.572 -2.546 4.511  -0.30
C: -0.912 -3.315 4.367  -0.68
F: -1.244 -3.246 5.589  0.21
F: -1.107 -2.046 3.891  0.08
F: -1.683 -4.177 3.670  0.13
C: -4.968 -1.034 1.607  -0.69
F: -3.813 -1.090 2.220  0.14
F: -5.639 -2.126 1.854  0.18
F: -5.512 0.139 1.932  0.13
S: -4.577 -0.888 -0.251  0.57
O: -3.872 0.353 -0.413  -0.32
O: -3.802 -2.060 -0.451  -0.28
N: -6.004 -0.693 -0.907  -0.29
S: -7.364 -1.475 -1.366  0.57
O: -7.361 -1.802 -2.713  -0.25
O: -7.869 -2.278 -0.341  -0.25
C: -8.337 0.100 -1.311  -0.70
F: -9.658 -0.115 -1.376  0.13
F: -8.154 0.726 -0.148  0.12
F: -8.033 0.854 -2.340  0.14
C: -3.959 3.423 4.758  -0.63
F: -4.050 4.699 5.006  0.16
F: -3.983 2.741 5.888  0.15
F: -5.098 3.120 4.043  0.08
S: -2.419 2.980 3.682  0.59
O: -1.786 2.113 4.576  -0.29
O: -2.989 2.518 2.430  -0.28
N: -1.607 4.310 3.623  -0.29
S: -1.351 5.426 2.620  0.53
O: -1.664 5.141 1.231  -0.30
O: -1.708 6.662 3.150  -0.24
C: 0.519 5.450 2.710  -0.57
F: 1.103 6.532 2.221  0.16
F: 0.949 5.190 4.025  0.06
F: 1.017 4.406 1.998  0.08
C: 6.750 2.302 -0.442  -0.67
F: 7.675 1.273 -0.438  0.10
F: 7.060 3.274 0.358  0.19
F: 6.693 2.774 -1.690  0.12
S: 5.136 1.598 -0.005  0.54
O: 5.224 1.270 1.408  -0.29
O: 4.162 2.547 -0.339  -0.27
N: 5.121 0.292 -0.857  -0.29
S: 4.527 0.103 -2.329  0.66
O: 3.106 0.335 -2.367  -0.30
O: 5.355 0.740 -3.390  -0.31
C: 4.887 -1.667 -2.461  -0.66
F: 4.133 -2.339 -1.635  0.15
F: 4.623 -2.135 -3.714  0.13
F: 6.203 -1.831 -2.190  0.12
C: -2.683 -0.755 -7.676  -0.66
F: -3.043 -0.246 -8.846  0.17
F: -2.581 0.125 -6.708  0.13
F: -3.678 -1.594 -7.222  0.07
S: -1.103 -1.661 -7.792  0.60
O: -1.409 -2.842 -8.573  -0.29
O: -0.184 -0.677 -8.273  -0.27
N: -0.863 -2.130 -6.296  -0.29
S: -0.254 -1.267 -5.184  0.53
O: -0.159 0.156 -5.336  -0.29
O: -0.834 -1.669 -3.933  -0.29
C: 1.465 -1.775 -4.942  -0.67
F: 1.531 -3.085 -4.603  0.12
F: 2.249 -1.600 -5.976  0.17
F: 1.898 -1.043 -3.900  0.08

Molecular formula: C8H17N2O
Method: DFT, ωB97M-V with the def2-TZVPD basis set

The HOMO-LUMO gap is 9.6 eV. The calculation puts the LUMO energy at -2.50 eV. The value obtained for the energy relative to the best compared isomer or geometry (same formula, charge and spin) is 88.7 kcal/mol. The net charge is +1.

Each line ends with the Löwdin charge.
Element x y z (Å)
C: 1.049 0.435 2.167  -0.14
C: 1.987 0.541 -4.740  0.05
C: 0.882 1.240 0.878  -0.02
C: 1.333 0.205 -3.663  -0.26
C: 1.126 -1.986 1.435  0.00
C: -2.540 1.096 0.927  0.01
C: -1.531 -0.641 -0.544  -0.04
C: -0.201 1.101 0.140  -0.11
N: 0.308 -0.876 2.078  -0.08
N: -1.367 0.300 0.582  -0.25
O: 0.890 0.020 -2.602  0.13
H: 0.806 1.014 3.130  0.16
H: 2.001 0.163 2.382  0.08
H: 1.839 -0.098 -5.569  0.07
H: 2.460 1.437 -4.493  0.06
H: 1.574 1.919 0.354  0.13
H: 1.770 -2.611 2.067  0.10
H: 0.239 -2.701 1.121  0.13
H: 1.550 -1.638 0.590  0.04
H: -3.150 0.275 1.321  0.11
H: -2.278 1.845 1.676  0.12
H: -2.942 1.302 -0.013  0.08
H: -1.779 -1.711 -0.347  0.12
H: -2.264 -0.225 -1.237  0.10
H: -0.743 -0.649 -1.256  0.05
H: -0.300 1.591 -0.815  0.13
H: 0.011 -0.944 3.026  0.13
H: -0.730 -0.404 1.406  0.11

Molecular formula: C18H25FN6
Method: DFT, ωB97M-V with the def2-TZVPD basis set

The HOMO-LUMO gap is 8.9 eV. The calculation puts the LUMO energy at 0.60 eV. As for the SMILES: Fc1ccc(Cn2nnnc2CN2CCN(C3CCCC3)CC2)cc1. The net charge is 0.

Each line ends with the Löwdin charge.
Element x y z (Å)
F: -5.312 -3.245 0.986  0.06
C: -4.845 -2.093 0.470  -0.27
C: -4.369 -2.084 -0.829  0.00
C: -3.887 -0.898 -1.352  -0.04
C: -3.890 0.262 -0.590  -0.23
C: -4.374 0.227 0.714  -0.02
C: -4.854 -0.952 1.253  0.01
H: -5.232 -0.995 2.262  0.12
H: -4.374 1.129 1.307  0.12
C: -3.356 1.560 -1.144  -0.09
N: -2.312 2.083 -0.306  -0.08
C: -1.040 1.640 -0.106  -0.26
N: -0.485 2.434 0.779  0.07
N: -1.403 3.331 1.115  -0.04
N: -2.485 3.143 0.490  0.04
C: -0.482 0.466 -0.823  -0.13
N: 0.806 0.054 -0.322  -0.16
C: 1.195 -1.238 -0.855  -0.18
C: 2.511 -1.682 -0.223  -0.17
N: 3.534 -0.705 -0.526  -0.15
C: 3.150 0.566 0.056  -0.17
C: 1.850 1.030 -0.589  -0.17
H: 1.547 1.982 -0.153  0.10
H: 2.005 1.154 -1.676  0.13
H: 3.928 1.305 -0.130  0.12
H: 2.976 0.496 1.142  0.13
C: 4.889 -1.162 -0.272  -0.31
C: 5.310 -1.283 1.214  -0.14
H: 5.227 -2.307 1.578  0.11
H: 4.671 -0.652 1.830  0.10
C: 6.744 -0.762 1.267  -0.20
H: 7.027 -0.420 2.262  0.11
H: 7.440 -1.545 0.961  0.11
C: 6.745 0.361 0.234  -0.20
H: 6.241 1.238 0.644  0.11
H: 7.750 0.653 -0.069  0.10
C: 5.938 -0.231 -0.921  -0.14
H: 6.596 -0.818 -1.563  0.11
H: 5.461 0.526 -1.539  0.11
H: 4.950 -2.148 -0.745  0.14
H: 2.801 -2.649 -0.642  0.12
H: 2.359 -1.800 0.864  0.13
H: 0.414 -1.966 -0.620  0.12
H: 1.324 -1.197 -1.952  0.13
H: -1.183 -0.368 -0.695  0.12
H: -0.453 0.712 -1.908  0.14
H: -4.142 2.320 -1.162  0.14
H: -2.968 1.418 -2.157  0.13
H: -3.513 -0.877 -2.365  0.12
H: -4.377 -2.993 -1.410  0.12